Here is a structure of composition C6H11N2O8P2S2V from the OMol25 dataset. Energies are from ωB97M-V/def2-TZVPD.

Positions of all 32 atoms, in Å:
V 0.17 -1.03 -0.24
O 2.67 -3.12 -1.30
P 2.56 -2.42 0.13
O 3.66 -2.70 1.04
O 2.10 -0.98 -0.18
O 1.12 -3.00 0.64
P 0.36 -2.59 2.05
O 1.46 -1.72 2.80
O -0.15 -3.75 2.77
O -0.59 -1.52 1.46
H 3.28 -3.86 -1.28
H 2.13 -2.26 3.24
C 0.60 4.45 0.27
N 0.31 3.18 -0.39
C 0.07 2.98 -1.73
C -0.13 1.65 -1.89
N -0.02 1.04 -0.67
C 0.24 1.98 0.21
H 0.58 5.24 -0.48
H 1.59 4.42 0.71
H -0.14 4.66 1.03
H 0.07 3.80 -2.43
H -0.34 1.09 -2.79
H 0.39 1.83 1.27
C -3.11 -0.39 0.40
O -2.03 -0.86 -0.43
C -2.28 -1.50 -1.60
S -3.75 -1.73 -2.25
S -0.76 -2.05 -2.17
H -2.64 0.24 1.15
H -3.60 -1.24 0.87
H -3.82 0.16 -0.21

Output
Highest occupied orbital energy (alpha / beta) ... -8.71 / -8.77 eV
Multiplicity ... 3
E_tot ... -3370.1317 Eh
E_LUMO (alpha / beta) ... -0.384 / -0.024 eV
Gap between HOMO and LUMO (alpha / beta) ... 0.3059 / 0.3215 hartree
Relative energy (zero: lowest compared OMol25 entry of this formula, charge and spin) ... 0.0000 eV
Expectation value of S² ... 2.015

Atom charges from the Mulliken analysis, given in e for atoms 1 to 5:
1 V 0.845
2 O -0.452
3 P 0.831
4 O -0.687
5 O -0.552